Record 1
{"formula": "C26H66F6O13Y", "method": "wB97M-V/def2-TZVPD", "elements": ["O", "C", "H", "O", "H", "C", "H", "O", "H", "H", "H", "C", "C", "C", "H", "H", "O", "O", "C", "H", "H", "O", "F", "H", "O", "H", "H", "H", "H", "H", "H", "F", "H", "H", "C", "F", "C", "H", "C", "H", "H", "H", "C", "H", "H", "F", "H", "H", "C", "H", "H", "H", "C", "H", "H", "H", "H", "Y", "H", "H", "H", "H", "H", "H", "H", "H", "H", "H", "H", "H", "C", "H", "C", "H", "O", "H", "H", "O", "C", "H", "C", "H", "C", "O", "C", "H", "C", "H", "H", "H", "O", "C", "H", "C", "O", "H", "C", "H", "C", "H", "O", "C", "H", "H", "C", "F", "H", "H", "C", "H", "H", "F"], "positions_angstrom": [[5.678, 2.333, -1.602], [0.419, 5.329, 2.674], [8.830, 3.400, -1.959], [0.648, 2.354, 0.601], [-4.503, 0.290, -2.166], [0.343, -6.823, 0.028], [-4.897, 1.222, -0.793], [-6.542, -0.504, 3.503], [-0.266, -2.116, 4.409], [-5.349, 4.097, 0.209], [-2.081, 3.193, 2.406], [-2.484, -2.265, -4.777], [-0.009, 0.953, -3.233], [1.377, -1.100, 0.316], [7.491, 1.453, -1.500], [-1.842, 1.426, -2.188], [0.761, 1.429, -2.140], [1.941, 5.020, 0.768], [0.604, -1.706, 6.362], [7.487, 3.369, -3.192], [0.791, -1.520, -1.776], [3.039, -3.670, -5.813], [-1.668, 0.500, 1.028], [7.334, 4.501, -1.966], [3.502, 2.209, -1.016], [-2.482, -3.913, -3.442], [-1.145, -0.945, 5.426], [2.935, -2.812, -6.236], [2.386, -0.966, 0.715], [-5.163, 4.437, 1.912], [-3.293, -1.063, -0.889], [-0.482, -0.321, 2.645], [1.157, -2.641, 6.498], [2.023, -6.300, -1.306], [4.264, -2.548, -4.032], [-1.067, 1.742, 2.716], [-4.647, 4.481, 0.947], [1.558, -5.017, -0.094], [-1.434, 0.603, -2.781], [-2.103, 0.398, -3.613], [4.016, -1.507, -4.245], [-4.203, -0.569, 4.953], [4.760, 2.133, -0.532], [2.161, -3.061, -4.048], [-0.362, -1.556, 8.093], [4.129, 0.678, 1.183], [1.390, -2.929, -0.705], [0.265, 6.249, 0.764], [-3.417, 3.598, 1.022], [-0.071, 1.690, -4.037], [1.573, 0.937, 1.730], [3.277, -4.438, -3.931], [-4.290, -0.963, -0.453], [-0.336, 4.571, 2.468], [-3.720, 2.548, 0.983], [-2.815, -1.222, -4.850], [2.735, 4.840, 1.288], [1.609, 3.543, -1.204], [-3.586, -2.751, -2.963], [-4.150, -0.843, 0.622], [-0.726, -3.092, -4.906], [1.243, -0.954, 5.886], [-5.894, 1.251, 4.265], [-0.511, -5.734, 1.442], [1.179, 4.871, 3.308], [-6.754, -0.281, -0.550], [-3.211, -2.757, -5.436], [2.375, -1.624, -1.520], [-1.300, -2.639, 5.760], [5.141, -2.882, -4.588], [5.057, 0.831, 0.234], [0.521, -5.459, -1.523], [1.217, -5.804, -0.757], [-1.903, -2.469, -2.586], [-1.147, -2.288, -5.230], [4.553, -2.621, -2.981], [-0.124, 6.122, 3.191], [0.234, -1.036, 7.543], [0.655, 1.113, 1.162], [1.672, 6.807, 1.716], [-4.200, -0.157, 3.946], [0.708, 0.762, -1.405], [1.065, 5.944, 1.440], [-0.740, -6.057, 0.570], [-2.570, -2.822, -3.369], [4.970, 2.985, 0.124], [-5.510, 0.492, 3.580], [0.901, -7.239, 0.871], [-3.457, 0.606, 3.695], [7.339, 2.695, -0.288], [-2.774, 3.852, 2.267], [7.066, 2.443, -1.319], [-0.063, -7.620, -0.589], [3.106, -3.479, -4.421], [0.783, 0.181, 0.065], [-5.438, 0.950, 2.587], [-0.672, 0.770, 1.865], [0.742, -1.610, 1.044], [-4.984, 0.200, -1.187], [-4.826, -1.897, -0.611], [-6.363, -0.047, -1.399], [-0.585, -1.881, 5.426], [-2.751, 3.883, 0.197], [-3.960, -1.011, 3.307], [7.767, 3.515, -2.143], [5.041, -0.243, -0.526], [-4.390, 5.538, 0.882], [0.454, 0.061, -3.664], [1.453, -1.884, -0.985], [-1.433, -0.277, -2.137], [-7.257, -0.371, 4.124], [6.228, 0.905, 0.833]], "atomic_forces_ev_per_a": [[-0.5, 0.0, -0.2], [0.0, 0.0, -0.1], [0.1, 0.5, -0.2], [0.3, 1.7, -1.2], [-0.4, -0.2, -0.2], [0.8, 1.5, 0.8], [0.4, -0.3, 0.7], [0.1, -0.5, -0.6], [0.0, -0.1, 0.0], [0.1, 0.5, -0.3], [-0.4, 0.2, -0.1], [-0.2, 0.8, 0.6], [-1.3, -0.8, -0.8], [-0.4, 0.1, 0.0], [0.3, 0.1, -0.1], [-0.1, 0.0, -0.1], [0.4, 1.6, -0.4], [0.2, -0.7, -1.9], [-0.3, 0.7, -0.9], [0.6, -0.3, -0.1], [-1.0, -0.6, 0.6], [-0.1, -0.3, -0.2], [0.1, 0.3, 0.0], [0.5, 0.1, 0.6], [-2.7, 1.7, -0.5], [0.5, 0.0, 0.1], [0.1, 0.1, -0.2], [0.0, 0.0, 0.0], [-0.1, 0.0, 0.2], [0.0, -0.3, 0.0], [0.0, -0.2, 0.2], [-0.1, 0.1, -0.4], [0.0, 0.1, 0.3], [0.2, 0.2, 0.3], [-0.1, -0.4, 0.0], [0.2, -0.1, -0.2], [-0.2, -0.2, 1.1], [0.1, 0.1, -0.1], [0.3, 0.2, 0.3], [0.1, 0.1, -0.1], [0.2, 0.0, -0.1], [0.3, 0.5, 0.2], [1.1, 1.5, -0.7], [0.0, -0.2, 0.1], [0.1, -0.2, -0.2], [-0.5, -0.2, 0.6], [-0.1, -0.2, -0.8], [0.3, 0.0, -0.4], [-0.2, 0.5, 0.4], [0.3, 0.2, 0.2], [-0.4, 0.1, 0.9], [-0.2, -0.2, -0.3], [0.5, 0.7, 0.0], [0.2, 0.0, -0.4], [0.2, 0.0, -0.3], [0.3, 0.0, 0.3], [-0.2, 0.0, 0.2], [1.3, -5.5, 3.7], [0.0, 0.4, -0.1], [-0.2, 0.2, 0.0], [-0.1, 0.0, -0.1], [0.3, -0.4, 0.0], [0.7, 0.2, 0.1], [0.1, -0.1, 0.1], [-0.1, 0.2, 0.2], [0.0, 0.0, 0.0], [0.4, -0.5, 0.0], [0.5, -0.6, 0.5], [0.2, -0.2, 0.0], [0.0, 0.3, -0.2], [-0.8, 0.8, -0.4], [0.2, 0.6, 0.0], [-1.0, -1.7, -0.5], [0.3, 0.3, -0.4], [0.3, 0.0, -0.4], [-0.3, 0.0, 0.1], [0.3, 0.0, 0.2], [0.0, -0.1, 0.7], [0.9, 0.3, -2.5], [-0.2, 0.1, -0.1], [0.1, 0.3, -0.5], [0.2, 0.3, 0.6], [-0.6, 0.1, 1.2], [-0.6, -0.3, -0.2], [-1.4, -1.1, 0.1], [0.0, -0.2, 0.9], [-1.3, -0.7, -0.1], [0.1, -0.3, -0.3], [0.4, -0.2, 0.8], [-0.8, -0.2, 0.2], [0.2, 0.1, 0.0], [0.9, 0.0, 0.4], [0.0, 0.1, -0.1], [0.4, 0.7, 0.7], [-0.2, -0.3, 0.0], [0.0, 0.0, 0.0], [0.6, -0.5, 1.0], [0.2, -0.1, 0.0], [0.0, -0.1, -0.3], [-0.1, 0.1, -0.2], [-0.1, -0.1, -0.1], [-0.4, 0.0, 0.3], [0.1, -0.5, -0.1], [-0.4, 0.1, -0.3], [-1.6, -0.6, -0.9], [-0.1, -0.6, -0.6], [0.0, 0.0, -0.7], [0.2, 0.1, 0.1], [0.8, 1.2, -0.3], [0.1, 0.0, 0.0], [0.1, 0.3, 0.2], [0.8, -0.1, 0.5]], "e_lumo_ha": -0.196, "total_charge": 1, "e_homo_ev": -11.782, "e_above_lowest_kcal_mol": 19.3, "orbital_gap_ha": 0.2367, "spin_multiplicity": 1, "e_tot_ev": -71989.9283, "max_force_ev_per_a": 6.71}

Record 2
{"formula": "C26H67ClN5O10", "method": "wB97M-V/def2-TZVPD", "elements": ["N", "H", "C", "H", "C", "H", "H", "H", "H", "C", "H", "C", "H", "H", "H", "H", "H", "H", "H", "C", "C", "C", "H", "N", "H", "O", "H", "H", "H", "H", "H", "O", "C", "H", "H", "C", "O", "H", "O", "H", "H", "H", "C", "H", "H", "C", "O", "Cl", "C", "C", "H", "H", "H", "H", "H", "H", "H", "O", "C", "H", "H", "H", "C", "C", "H", "N", "H", "H", "H", "H", "H", "H", "C", "H", "O", "C", "H", "H", "H", "H", "H", "O", "H", "H", "H", "C", "C", "O", "H", "H", "H", "H", "C", "H", "O", "C", "H", "H", "N", "C", "N", "C", "H", "C", "H", "H", "H", "C", "H"], "positions_angstrom": [[-3.385, 3.912, 3.127], [-1.514, -0.432, 4.683], [-8.174, -1.152, -5.546], [-3.934, 7.311, 6.546], [6.384, 4.053, 0.187], [-8.332, -2.079, -8.107], [3.340, -6.152, 1.043], [3.397, -9.967, 2.067], [-0.875, 2.523, 7.159], [3.576, -6.684, 0.121], [-6.290, 0.307, -3.949], [-3.357, 6.394, 6.431], [5.208, -10.295, 1.896], [-3.839, -3.241, 5.737], [4.421, 0.750, -3.854], [-1.943, 5.051, 0.975], [3.944, -8.824, -0.252], [-1.876, 6.707, 1.585], [9.024, 2.685, 0.579], [-3.269, -1.148, 5.856], [2.525, -6.491, -1.026], [5.575, 2.097, -2.535], [-5.244, -0.629, -5.101], [4.789, -6.213, -0.410], [4.796, 4.199, -2.534], [-0.284, 0.502, 0.261], [-7.441, -1.944, -5.698], [2.610, -5.524, -1.523], [5.886, 4.615, -0.602], [8.221, 1.216, 0.300], [-2.547, -3.818, -3.639], [-3.338, -4.237, -3.985], [-9.059, -1.316, -7.829], [3.575, 2.962, -2.126], [2.695, -7.198, -1.838], [-7.324, 0.200, -5.673], [-9.297, -1.317, -6.454], [6.838, 4.406, -3.184], [5.229, 1.301, -0.228], [7.025, 4.718, 0.767], [-3.333, 6.123, 0.921], [-1.724, 4.946, 3.339], [-2.964, -2.591, 5.734], [-4.931, -4.010, -2.567], [7.163, 1.512, -3.911], [4.418, -9.641, 2.266], [-2.098, 1.097, 6.045], [-1.102, -0.587, -0.118], [8.020, 2.263, 0.528], [7.503, 3.544, -3.154], [-4.851, -5.468, -3.437], [-3.584, -1.144, 6.899], [-9.911, -1.351, -8.508], [4.333, 1.640, -0.291], [4.822, -9.732, 3.274], [-0.015, 1.530, 6.085], [-9.068, 1.143, -4.928], [4.547, -8.309, 1.759], [3.707, -8.185, 0.599], [5.577, -6.356, 0.206], [-8.673, -1.202, -4.579], [-4.371, 6.614, 3.575], [-2.491, 5.808, 1.536], [-3.460, 6.210, 4.016], [-4.010, -0.831, 4.037], [-8.098, 1.338, -5.131], [8.220, 3.619, -3.972], [6.157, 2.709, -4.545], [-3.691, -5.167, -2.165], [-7.116, 0.451, -6.713], [1.511, -6.587, -0.638], [-2.420, -2.706, 4.796], [-2.746, 5.209, 3.067], [8.482, 4.271, -1.600], [-3.597, 5.500, 5.251], [-5.905, 0.227, -4.965], [-2.766, 3.418, 2.500], [-2.278, 6.552, 6.448], [-0.858, 0.879, 7.594], [3.982, 0.563, -2.162], [-3.545, 5.929, 7.398], [-1.168, -0.493, -1.592], [5.600, 3.666, 0.837], [2.705, -8.458, 0.930], [-1.196, -0.764, 6.281], [8.067, 3.276, -1.760], [7.081, 2.867, -0.558], [-2.450, -0.438, 0.384], [-5.360, 1.160, -5.105], [4.079, 3.236, -3.712], [-2.800, 7.065, 4.164], [-4.095, 3.993, 2.414], [4.816, 0.751, -2.838], [8.791, 2.477, -1.916], [-0.543, -1.820, 0.279], [6.595, 2.388, -3.600], [-7.829, 1.347, -4.158], [4.708, -5.230, -0.625], [-4.283, -0.656, 4.994], [4.478, 3.170, -2.700], [6.058, 1.949, -1.187], [-1.968, -0.302, 5.665], [-2.285, -2.871, 6.539], [-0.902, 1.527, 6.718], [5.478, -0.091, -2.635], [-8.649, -0.350, -8.126], [7.630, 2.264, 1.546], [-4.209, -4.701, -3.003], [-4.920, -1.438, 5.044]], "atomic_forces_ev_per_a": [[-0.2, 0.2, -1.8], [-0.6, 0.3, -0.6], [0.9, 0.9, -1.3], [-0.1, 0.2, -1.0], [-0.4, -0.2, -1.6], [0.0, -0.2, -0.1], [-0.7, 0.2, 0.1], [0.2, -0.5, 0.5], [-1.1, 0.4, -0.5], [-0.9, -1.4, 0.1], [1.0, -0.5, 0.7], [0.5, -1.4, -0.7], [-0.4, -0.4, -1.5], [-0.1, 0.1, 0.0], [0.2, -0.1, 0.0], [0.0, 0.0, 0.0], [0.6, -0.2, 0.1], [0.3, 0.0, 0.2], [-0.2, 0.7, -0.3], [1.7, 1.5, 1.1], [0.1, -0.5, 1.0], [-3.4, -1.1, -0.6], [-0.3, 0.0, -0.1], [1.9, 0.3, -0.8], [0.2, 0.0, 0.5], [1.1, 1.3, 1.6], [-0.2, -0.5, 0.1], [0.1, 0.2, 0.5], [-0.2, 0.5, 0.2], [-0.1, -0.2, -0.1], [-0.2, 0.1, 0.4], [0.0, 0.3, -0.8], [1.4, 1.0, -0.5], [0.2, 0.1, 0.5], [0.0, -0.3, 0.2], [-0.4, -0.1, -0.5], [-0.4, 0.2, 0.8], [0.4, 0.4, 0.2], [0.8, 0.1, -0.5], [0.3, -0.2, -0.1], [-0.6, -0.4, 0.4], [0.1, 0.9, 0.8], [1.4, -0.9, -1.0], [0.3, 0.8, -0.2], [0.3, -0.3, 0.5], [1.4, 0.5, 0.0], [0.5, -0.4, -0.3], [-1.7, 1.3, -3.7], [-0.2, -1.6, -0.4], [-1.8, -1.5, -0.4], [0.2, -0.2, -0.3], [-0.3, 1.3, 0.2], [-0.7, -0.7, 0.9], [-0.3, 0.5, -0.1], [-1.2, 0.9, 0.8], [0.1, -0.6, -0.1], [-0.6, -0.5, -1.1], [-0.1, -0.5, -0.7], [-0.9, 1.7, 0.0], [0.0, 0.1, 0.1], [0.4, -0.1, 0.1], [-0.5, -0.4, 0.2], [-0.2, -0.3, 1.7], [1.8, -1.0, 0.0], [0.7, 0.6, -0.6], [0.4, 0.1, 0.9], [0.6, 0.5, 0.5], [-0.7, -0.1, 0.2], [0.2, 0.0, 0.1], [-0.4, -0.4, -0.3], [-0.1, -0.1, -0.2], [0.0, -0.6, -0.2], [0.4, 1.5, -1.7], [0.8, -0.4, 1.1], [-0.7, 2.2, 1.9], [-2.1, -0.1, 0.6], [0.6, -1.3, 0.4], [0.0, 0.6, -0.1], [0.9, -0.3, 0.0], [-0.1, 0.4, -0.1], [-0.3, -1.0, -0.4], [-0.1, -0.9, 0.8], [0.1, -0.1, 0.1], [-0.3, -0.1, -0.1], [0.0, 0.0, 0.6], [-0.9, 0.8, -0.4], [0.2, 0.7, -0.3], [0.2, -0.2, 0.6], [-0.2, -0.1, -0.5], [0.2, -0.5, -0.3], [0.2, 0.2, 0.0], [-1.4, -0.1, 0.3], [0.5, 0.2, 0.2], [0.3, 0.2, 0.6], [0.6, -1.5, 0.7], [1.2, 0.1, -0.1], [0.7, 0.7, 0.4], [0.2, 0.1, 0.0], [-1.4, -0.8, -0.5], [-0.7, 0.8, -0.1], [2.8, 0.3, 1.6], [0.0, 0.0, 1.2], [0.0, -0.3, 0.0], [-0.5, -0.5, 0.4], [0.2, 0.0, -0.4], [0.5, 0.2, 0.0], [-0.4, 0.2, -0.1], [-0.4, -0.9, 0.8], [-1.3, 0.2, 0.2]], "e_lumo_ha": 0.085, "total_charge": -1, "e_homo_ev": -5.760, "e_above_lowest_kcal_mol": 114.7, "orbital_gap_ha": 0.2968, "spin_multiplicity": 1, "e_tot_ev": -68482.2323, "max_force_ev_per_a": 4.29}